[1]
Formula: C19H13N4
Source: the Open Molecules 2025 dataset
Level of theory: the ωB97M-V functional and the def2-TZVPD basis

Its total energy is -25872.82263 eV. As for the charge: -1. The HOMO-LUMO gap is 4.3 eV.

Positions of all 36 atoms, in Å:
N -0.188 4.104 2.563
C -0.645 3.091 2.906
C -1.150 1.867 3.317
C -0.380 0.907 3.830
C -0.852 -0.331 4.241
N -1.249 -1.368 4.585
H -2.210 1.695 3.193
H 0.681 1.084 3.933
C -0.869 -4.387 -0.956
C 0.414 -3.900 -1.123
C 0.662 -2.550 -1.044
C -0.385 -1.640 -0.838
C -0.271 -0.194 -0.799
N -1.382 0.437 -0.343
C -1.846 1.636 -0.620
C -2.881 2.158 0.069
N -3.770 2.556 0.734
C 0.919 0.557 -1.163
C 1.978 0.036 -1.925
C 3.111 0.775 -2.175
C 3.210 2.074 -1.722
C 2.166 2.630 -1.011
C 1.052 1.882 -0.725
C -1.666 -2.168 -0.635
C -1.908 -3.517 -0.692
H -1.055 -5.447 -1.018
H 1.230 -4.582 -1.297
H 1.679 -2.212 -1.066
H -1.430 2.176 -1.452
H 1.894 -0.938 -2.369
H 3.924 0.331 -2.726
H 4.090 2.654 -1.937
H 2.221 3.653 -0.680
H 0.275 2.315 -0.123
H -2.470 -1.489 -0.417
H -2.901 -3.893 -0.514

=====

[2]
Formula: C22H44N2O7S
Source: the Open Molecules 2025 dataset
Level of theory: the ωB97M-V functional and the def2-TZVPD basis

Its total energy is -51670.19747 eV. The SMILES is CCCNc1cccc2c1Nc1ccccc1S2.CO.CO.CO.CO.CO.CO.CO. The HOMO-LUMO gap is 8.8 eV.

Positions of all 76 atoms, in Å:
C 1.719 -2.725 2.597
C 2.460 -1.966 1.417
C 1.370 -1.273 0.476
N 1.714 0.174 0.340
C 0.800 1.045 1.040
C 1.382 2.006 2.007
C 0.574 2.966 2.767
C -0.894 3.008 2.600
C -1.464 2.046 1.664
C -0.652 1.068 0.897
N -1.290 0.144 -0.026
C -2.378 -0.607 0.582
C -2.404 -2.061 0.497
C -3.534 -2.789 1.107
C -4.617 -2.060 1.789
C -4.599 -0.597 1.912
C -3.470 0.096 1.295
S -3.272 1.920 1.366
H 2.470 -3.410 3.072
H 0.881 -3.365 2.221
H 1.366 -1.911 3.311
H 3.078 -2.703 0.835
H 3.144 -1.165 1.798
H 0.336 -1.475 0.844
H 1.526 -1.734 -0.545
H 1.756 0.476 -0.639
H 2.497 1.998 2.111
H 1.120 3.652 3.455
H -1.543 3.705 3.177
H -1.707 0.692 -0.794
H -1.562 -2.580 -0.013
H -3.540 -3.900 1.012
H -5.462 -2.652 2.213
H -5.401 -0.011 2.431
C -5.994 -0.872 5.939
O -4.719 -0.626 5.362
H -6.087 -0.278 6.846
H -6.782 -0.585 5.237
H -6.091 -1.932 6.190
H -4.659 -1.162 4.561
C -1.522 -1.060 -3.495
O -0.689 -1.659 -2.516
H -1.765 -1.805 -4.251
H -2.447 -0.703 -3.030
H -0.999 -0.224 -3.968
H -0.487 -0.978 -1.858
C 0.992 2.510 -3.293
O 0.294 1.740 -2.317
H 1.521 1.832 -3.961
H 0.284 3.107 -3.870
H 1.713 3.166 -2.799
H -0.165 2.359 -1.737
C 4.735 0.067 -1.815
O 3.610 -0.799 -1.804
H 5.291 -0.093 -2.738
H 4.401 1.107 -1.770
H 5.380 -0.155 -0.961
H 3.134 -0.639 -0.979
C -0.579 4.352 -6.630
O 0.240 4.973 -5.646
H -0.583 3.278 -6.453
H -1.601 4.733 -6.558
H -0.179 4.552 -7.627
H 0.229 5.920 -5.821
C 6.749 -1.937 -5.025
O 6.066 -2.719 -4.056
H 7.279 -2.606 -5.702
H 6.031 -1.342 -5.596
H 7.468 -1.277 -4.533
H 5.604 -2.108 -3.469
C -1.222 -0.921 5.427
O -0.270 -0.572 4.427
H -1.326 -2.005 5.446
H -0.878 -0.574 6.405
H -2.189 -0.469 5.193
H -0.195 0.390 4.428

=====

[3]
Formula: C15H12F12NO8
Source: the Open Molecules 2025 dataset
Level of theory: the ωB97M-V functional and the def2-TZVPD basis

Its total energy is -66229.56078 eV. As for the charge: -1. The HOMO-LUMO gap is 6.0 eV.

Positions of all 48 atoms, in Å:
N -2.667 -6.397 -3.502
C -1.729 -5.780 -3.222
O -0.675 -5.124 -2.944
C -0.616 -3.724 -3.470
C -1.497 -2.816 -2.823
O -2.714 -2.735 -2.940
C -0.913 -1.704 -1.893
F -1.595 -0.529 -2.099
F 0.403 -1.415 -2.136
C -1.080 -1.951 -0.383
F -2.398 -2.112 -0.135
F -0.664 -0.847 0.297
C -0.371 -3.171 0.251
F -0.508 -3.001 1.598
F -0.999 -4.303 -0.086
C 1.128 -3.299 -0.052
O 1.528 -3.877 -1.006
O 1.889 -2.702 0.864
H 0.405 -3.413 -3.324
H 2.744 -3.151 0.814
C -2.242 2.414 -1.593
C -0.837 2.672 -2.079
O -0.776 3.833 -2.948
C -0.751 5.006 -2.357
O -0.761 5.243 -1.185
C -0.658 6.114 -3.426
F -1.525 5.909 -4.420
F 0.578 6.140 -3.945
F -0.909 7.303 -2.886
H -2.923 2.307 -2.437
H -2.263 1.496 -1.012
H -2.607 3.231 -0.969
H -0.486 1.843 -2.686
H -0.139 2.806 -1.254
C 0.035 1.186 4.744
C 1.027 1.326 3.611
O 2.359 0.942 4.021
C 2.591 -0.361 4.044
O 1.826 -1.233 3.776
C 4.061 -0.616 4.433
F 4.418 0.123 5.489
F 4.863 -0.298 3.409
F 4.244 -1.895 4.732
H 0.365 1.757 5.612
H -0.940 1.555 4.429
H -0.071 0.145 5.044
H 1.120 2.365 3.302
H 0.732 0.739 2.743

=====

[4]
Formula: C11H44O11
Source: the Open Molecules 2025 dataset
Level of theory: the ωB97M-V functional and the def2-TZVPD basis

Its total energy is -34636.98500 eV. The SMILES is CO.CO.CO.CO.CO.CO.CO.CO.CO.CO.CO. The HOMO-LUMO gap is 9.8 eV.

Positions of all 66 atoms, in Å:
C 3.370 -1.200 0.576
O 3.454 -1.212 -0.901
H 2.662 -1.926 0.975
H 4.345 -1.552 0.912
H 3.040 -0.229 0.946
H 4.026 -1.977 -0.999
C -3.581 -1.164 -0.112
O -4.345 -1.825 0.900
H -3.907 -1.383 -1.128
H -3.358 -0.107 0.029
H -2.593 -1.622 -0.067
H -3.914 -2.627 1.203
C 0.302 2.745 3.477
O 0.731 1.471 3.122
H 1.137 3.273 3.938
H -0.008 3.188 2.531
H -0.467 2.696 4.248
H 1.662 1.601 2.928
C 3.059 3.297 1.420
O 3.237 2.392 2.471
H 3.246 4.328 1.721
H 3.785 3.052 0.645
H 2.095 3.068 0.965
H 4.083 1.938 2.493
C -2.500 -0.357 3.423
O -3.607 -1.314 3.375
H -2.166 -0.293 4.459
H -1.653 -0.730 2.847
H -2.710 0.631 3.015
H -3.987 -1.275 2.494
C 2.829 1.606 -2.564
O 3.718 1.778 -1.497
H 2.159 2.457 -2.685
H 3.479 1.699 -3.434
H 2.372 0.624 -2.687
H 3.910 0.936 -1.078
C 0.189 0.032 -0.014
O -0.661 0.888 0.737
H -0.387 -0.396 -0.833
H 1.037 0.644 -0.324
H 0.636 -0.781 0.558
H -0.340 0.975 1.637
C 0.213 -4.208 -0.563
O -0.451 -5.207 0.247
H 0.389 -4.493 -1.600
H -0.383 -3.296 -0.600
H 1.182 -3.876 -0.191
H -0.085 -5.144 1.133
C 0.882 -2.393 -4.097
O 2.201 -2.418 -3.625
H 0.572 -3.436 -4.166
H 0.378 -1.755 -3.371
H 0.907 -1.935 -5.086
H 2.166 -2.296 -2.673
C -3.188 3.003 0.929
O -1.807 3.277 0.462
H -3.163 2.643 1.958
H -3.819 3.891 0.884
H -3.806 2.227 0.477
H -1.349 2.434 0.436
C -2.245 -0.247 -3.264
O -3.336 -0.051 -4.168
H -1.312 0.138 -3.675
H -2.450 0.290 -2.338
H -2.222 -1.296 -2.967
H -3.655 0.803 -3.867

=====

[5]
Formula: C5H9N
Source: the Open Molecules 2025 dataset
Level of theory: the ωB97M-V functional and the def2-TZVPD basis

Its total energy is -6819.38902 eV. The SMILES is NC1CC=CC1. The HOMO-LUMO gap is 10.3 eV.

Positions of all 15 atoms, in Å:
N -1.639 -0.105 -0.694
C -0.730 0.020 0.598
C -0.002 -1.292 0.464
C 1.163 -0.760 -0.353
C 1.220 0.546 -0.438
C 0.164 1.213 0.429
H -1.073 -0.306 -1.559
H -2.014 0.911 -0.938
H -1.386 0.091 1.546
H 0.490 -1.647 1.381
H -0.603 -1.993 -0.059
H 1.886 -1.494 -0.786
H 1.975 1.149 -0.846
H 0.700 1.583 1.334
H -0.151 2.084 -0.080

=====

Respective largest force on an atom values: 4.72 3.03 1.38 2.75 4.32 eV/Å.